{"formula": "C20H21F3Li2N3O5", "method": "the ωB97M-V functional and the def2-TZVPD basis", "symbols": ["Li", "Li", "C", "O", "O", "O", "C", "O", "O", "C", "F", "F", "F", "C", "C", "H", "H", "H", "H", "H", "H", "N", "C", "C", "C", "C", "C", "H", "H", "H", "H", "H", "N", "C", "C", "C", "C", "C", "H", "H", "H", "H", "H", "N", "C", "C", "C", "C", "C", "H", "H", "H", "H", "H"], "coordinates": [[0.412936, -3.073556, -0.288175], [-0.165221, -0.705923, 1.001105], [-2.282752, -2.555750, 0.882478], [-2.072357, -1.352907, 0.941082], [-3.357094, -2.881115, 1.388751], [-1.450998, -3.382885, 0.400241], [1.513775, -1.253807, -1.849142], [0.447177, -2.156342, -2.167628], [1.383066, -1.249909, -0.433670], [2.840136, -1.522712, -2.577867], [3.509170, -2.600257, -2.018709], [2.651227, -1.687902, -3.840451], [3.626402, -0.485541, -2.419894], [-0.477956, -1.876252, -3.268561], [-1.767094, -2.709547, -3.016822], [-1.778921, -3.799467, -3.021982], [-1.974037, -2.476532, -1.972325], [-2.513472, -2.416197, -3.755050], [-0.150379, -2.173067, -4.264906], [-0.662649, -0.804007, -3.333855], [1.333478, -0.190430, -2.006714], [0.181691, 1.332817, 1.539839], [-0.850403, 2.018743, 2.059244], [-0.894266, 3.376788, 2.053863], [0.204143, 4.078669, 1.544192], [1.295140, 3.440274, 0.951601], [1.213737, 2.024895, 1.035352], [-1.640528, 1.337139, 2.337634], [-1.683447, 3.927768, 2.543768], [0.230960, 5.158300, 1.552200], [2.152347, 3.967862, 0.560115], [1.891382, 1.411242, 0.460361], [-0.184201, 2.977302, -1.910630], [-0.838212, 4.081802, -2.459531], [-2.238965, 4.174871, -2.666987], [-3.026065, 3.131245, -2.242167], [-2.391073, 1.969725, -1.875793], [-0.979595, 1.935326, -1.766604], [-0.181691, 4.929610, -2.588386], [-2.687321, 5.061021, -3.091393], [-4.082615, 3.189610, -2.458242], [-2.960873, 1.069135, -1.700728], [-0.514892, 1.025685, -1.415878], [0.789865, -1.427050, 2.803884], [0.422500, -2.577608, 3.351856], [1.137516, -3.250545, 4.349615], [2.366877, -2.769155, 4.782194], [2.775110, -1.575213, 4.162936], [2.020546, -0.980482, 3.131067], [-0.400913, -3.205108, 3.044247], [0.797279, -4.121192, 4.890559], [3.002785, -3.254540, 5.507746], [3.705684, -1.085365, 4.408867], [2.303061, -0.019465, 2.727293]], "forces_ev_per_a": [[-1.1789, 0.6664, 0.1018], [-0.4750, -0.4266, -0.1868], [-2.1776, -1.7177, 1.2927], [3.9495, 6.7876, -0.8600], [-2.7348, -2.8519, 0.8276], [3.1808, -1.6704, -1.4896], [-2.4543, 0.9329, 3.9245], [-0.0297, -0.0346, -2.6354], [1.8445, -0.8445, -0.9955], [-0.7225, -1.3241, 3.7427], [-0.3856, 0.4296, -0.9773], [-0.0829, -0.8357, -2.2841], [1.1294, 1.1802, 0.1505], [-0.1475, -1.6960, 0.0889], [0.5297, 1.1274, 0.8450], [1.0218, -0.0316, -0.3471], [-0.9938, 0.1282, -0.0158], [-0.2690, 0.3383, 0.3473], [1.0103, -0.0261, 0.0233], [-0.2713, 0.0551, 0.3982], [-0.5224, 0.1693, -1.5693], [0.6183, 0.9467, -0.4285], [0.2463, -1.6170, -0.6614], [0.6837, 1.2322, 0.4216], [0.6364, 0.2864, -0.5281], [-1.4108, -1.5655, 1.5808], [-0.3272, 0.4549, -1.1263], [-0.4343, 0.3274, 0.4472], [-0.2476, -0.0762, -0.1980], [-0.3115, 0.1927, 0.1392], [-0.1067, -0.1108, -0.1664], [0.5328, -0.1882, 0.2677], [-1.6210, 1.9245, -1.8171], [-0.1297, -1.0103, 1.1969], [2.1958, 0.4997, 0.5521], [0.0261, -0.4911, -1.1963], [0.5401, -0.4819, 0.1229], [-1.0324, -0.2975, 0.8399], [-0.0676, 0.1611, -0.3463], [0.1705, 0.1663, 0.0047], [-0.2220, -0.2034, 0.4636], [0.0993, -0.1247, 0.2575], [0.0513, -0.2680, 0.0170], [0.9032, -0.6015, -0.7275], [0.2013, -1.5317, 1.0137], [1.3025, 0.2894, 0.9193], [-0.3233, 1.5344, -1.2424], [0.1682, 0.0590, -0.8357], [-1.0272, -0.4110, 1.9625], [-0.9217, 1.0640, -0.7452], [-0.5898, -0.2644, -0.6020], [-0.1770, -0.0509, 0.1790], [0.1942, -0.1227, 0.1218], [0.1590, -0.0782, -0.2681]], "nbo_charge": [0.918, 0.868, 0.922, -0.947, -0.856, -1.001, 0.276, -0.595, -1.000, 0.926, -0.353, -0.308, -0.323, -0.052, -0.653, 0.216, 0.269, 0.195, 0.156, 0.170, 0.149, -0.479, 0.038, -0.271, -0.167, -0.239, 0.038, 0.237, 0.219, 0.202, 0.221, 0.216, -0.418, 0.007, -0.270, -0.188, -0.233, 0.033, 0.186, 0.210, 0.213, 0.245, 0.208, -0.456, 0.050, -0.256, -0.178, -0.269, 0.048, 0.244, 0.214, 0.209, 0.205, 0.201], "charge": -1, "spin_multiplicity": 1, "fmax_ev_per_a": 7.900, "relative_energy_kj_mol": 177.2, "energy_ha": -1629.97882}

---

{"formula": "C32H69N3O15PS", "method": "the ωB97M-V functional and the def2-TZVPD basis", "symbols": ["C", "C", "S", "C", "N", "P", "O", "C", "N", "N", "H", "H", "H", "H", "H", "H", "H", "H", "H", "H", "H", "H", "H", "O", "C", "O", "C", "C", "C", "H", "H", "H", "H", "H", "H", "H", "H", "O", "C", "O", "C", "C", "C", "H", "H", "H", "H", "H", "H", "H", "H", "O", "C", "O", "C", "C", "C", "H", "H", "H", "H", "H", "H", "H", "H", "O", "C", "O", "C", "C", "C", "H", "H", "H", "H", "H", "H", "H", "H", "O", "C", "O", "C", "C", "C", "H", "H", "H", "H", "H", "H", "H", "H", "O", "C", "O", "C", "C", "C", "H", "H", "H", "H", "H", "H", "H", "H", "O", "C", "O", "C", "C", "C", "H", "H", "H", "H", "H", "H", "H", "H"], "coordinates": [[-0.946073, -3.508975, -1.681051], [0.416721, -3.246462, -2.299681], [0.241859, -2.847351, -4.053591], [1.942589, -2.907411, -4.615925], [2.736012, -1.729661, -4.136409], [4.390162, -1.721859, -4.631160], [4.778928, -0.448354, -5.246449], [2.172605, -0.489999, -4.346434], [2.494633, 0.437582, -3.405863], [1.435816, -0.180776, -5.397713], [-0.842616, -3.254615, -0.634323], [-1.247878, -4.544727, -1.762737], [-1.694506, -2.853901, -2.113767], [1.079864, -4.094830, -2.170468], [0.862398, -2.391588, -1.803107], [1.961380, -3.038446, -5.694817], [2.400641, -3.783560, -4.171526], [4.542171, -2.828981, -5.480654], [5.115694, -1.980861, -3.464615], [2.064384, 0.221863, -2.510205], [2.282970, 1.387274, -3.690388], [1.458441, 0.772197, -5.725008], [0.787579, -0.799364, -5.850359], [-0.344170, 2.800662, -4.507304], [-1.354455, 2.491972, -5.086342], [-2.227241, 1.681750, -4.478756], [-3.540234, 1.408113, -4.990867], [-3.534668, 0.259976, -5.977146], [-1.608711, 2.923505, -6.513256], [-3.985625, 2.310598, -5.408106], [-4.130124, 1.144052, -4.116356], [-2.942404, 0.491720, -6.863292], [-4.550154, 0.029841, -6.296054], [-3.104877, -0.629503, -5.515268], [-1.156909, 2.200047, -7.191377], [-1.133303, 3.888810, -6.663125], [-2.660416, 3.036880, -6.761076], [7.072277, -1.466350, -11.205530], [7.330722, -0.716115, -10.310504], [7.118605, -1.129223, -9.041774], [7.561704, -0.401065, -7.894901], [6.547424, 0.634603, -7.461717], [7.804611, 0.697725, -10.558195], [8.551025, 0.026427, -8.061569], [7.676460, -1.152501, -7.114226], [6.403942, 1.399770, -8.226909], [6.866980, 1.122531, -6.541808], [5.589690, 0.161585, -7.286694], [6.935798, 1.345535, -10.664938], [8.363579, 0.705729, -11.489378], [8.454104, 1.092227, -9.780472], [-0.649375, -2.779463, 1.321463], [-0.090336, -1.845347, 1.855470], [-0.784341, -0.750247, 2.115419], [-0.216990, 0.375166, 2.828592], [0.483626, 1.286863, 1.845912], [1.394730, -1.875269, 2.123509], [0.431074, 0.044296, 3.635796], [-1.042437, 0.894994, 3.296030], [1.311590, 0.785009, 1.346178], [0.870686, 2.168169, 2.356714], [-0.208401, 1.609572, 1.067633], [1.917901, -1.515442, 1.237308], [1.685380, -2.905725, 2.312989], [1.697524, -1.285072, 2.983067], [-0.885117, 1.895945, 5.008749], [-1.903224, 2.408992, 5.400947], [-1.895448, 3.711771, 5.695011], [-3.095340, 4.448619, 5.977889], [-3.487119, 4.351807, 7.434163], [-3.153360, 1.596170, 5.646381], [-3.901532, 4.134956, 5.313817], [-2.860783, 5.478952, 5.717672], [-3.719702, 3.329478, 7.723845], [-4.364714, 4.963717, 7.634177], [-2.669161, 4.694222, 8.068289], [-3.119074, 1.202449, 6.661116], [-3.158887, 0.762487, 4.947016], [-4.078127, 2.150666, 5.510151], [2.779632, 1.112220, -0.688975], [3.396130, 2.069479, -0.295349], [2.740634, 3.201920, -0.020230], [3.338989, 4.321494, 0.647093], [4.046001, 5.246851, -0.319788], [4.902968, 2.039438, -0.187456], [3.993554, 3.984854, 1.451155], [2.507309, 4.841778, 1.117089], [4.880518, 4.751242, -0.816086], [4.429463, 6.120477, 0.205931], [3.355107, 5.580140, -1.093571], [5.330043, 2.325982, -1.147398], [5.204976, 1.021352, 0.042267], [5.303977, 2.681738, 0.592221], [-5.853238, 2.952372, 9.230504], [-6.359003, 1.915289, 8.911057], [-6.278204, 1.532712, 7.616810], [-6.663350, 0.230575, 7.166172], [-8.141575, 0.153165, 6.848047], [-7.145225, 1.071141, 9.886078], [-6.355688, -0.532067, 7.882235], [-6.080410, 0.062882, 6.261526], [-8.752801, 0.325742, 7.733545], [-8.391724, -0.827588, 6.443878], [-8.407613, 0.912594, 6.113348], [-8.179136, 1.413234, 9.890870], [-6.722889, 1.220140, 10.875561], [-7.119560, 0.005149, 9.673963], [-0.357640, -5.350909, 6.622862], [-0.861399, -5.688709, 5.590097], [-1.107772, -4.752952, 4.652886], [-1.511090, -5.066154, 3.312906], [-3.011703, -5.233373, 3.198690], [-1.299220, -7.115203, 5.343472], [-0.971663, -5.938998, 2.939705], [-1.187784, -4.214106, 2.717427], [-3.374519, -6.073026, 3.793052], [-3.295034, -5.400326, 2.159264], [-3.515077, -4.335839, 3.557647], [-2.313753, -7.240422, 5.718842], [-0.636766, -7.771276, 5.900918], [-1.261907, -7.417245, 4.299616]], "forces_ev_per_a": [[0.3359, 0.1810, 0.0430], [0.0534, 0.2215, 0.1143], [-0.1906, -0.2650, -0.3750], [-0.0216, 0.0020, 0.6194], [-1.0834, -0.9215, -0.5478], [0.8805, 0.8253, 0.5054], [-0.1470, 0.1769, -0.1531], [0.1265, 0.6766, 0.9324], [-0.2184, -0.1515, -1.5902], [0.3141, 0.3241, -0.3528], [-0.3031, -0.1209, 0.1726], [-0.1294, -0.1466, -0.2136], [-0.2526, 0.0306, -0.0410], [0.1268, -0.1744, -0.1308], [0.1866, 0.1462, 0.0593], [-0.0245, 0.1939, -0.2304], [0.1831, -0.1512, -0.0052], [-0.4133, -0.2623, 0.2566], [-0.1402, -0.3953, 0.0544], [0.8291, -0.0809, 0.5432], [-0.2345, 0.0889, 0.2288], [-0.5961, 0.3255, 0.4150], [0.4389, -0.4882, -0.2685], [0.2919, -0.2213, 0.0557], [-0.0370, -0.0368, -0.3902], [0.0162, 0.0185, 0.2922], [-0.2002, -0.1169, -0.1445], [0.2057, 0.0012, -0.0247], [-0.2128, 0.3747, 0.1559], [0.0595, 0.0248, -0.0315], [0.0800, 0.0125, 0.0805], [-0.0703, 0.0438, -0.0335], [-0.0203, -0.0012, 0.0066], [-0.0602, -0.0158, 0.0399], [-0.0356, -0.0300, -0.0181], [0.1504, -0.0590, 0.0010], [0.0009, -0.1582, -0.0546], [-0.0615, -0.1406, -0.1028], [-0.0549, 0.2909, -0.0244], [0.0540, -0.2519, 0.1078], [-0.0192, 0.1684, 0.1291], [0.0682, 0.1926, -0.3488], [0.3660, -0.0928, 0.0556], [-0.0157, 0.0190, -0.0574], [-0.0106, -0.0674, -0.0446], [0.1304, 0.0218, 0.0101], [-0.0178, -0.0223, 0.0415], [-0.0710, -0.0430, 0.0824], [-0.0185, 0.0148, 0.0233], [-0.1245, -0.0273, -0.0915], [-0.1247, 0.0497, 0.0569], [0.0796, 0.1392, 0.0966], [0.2759, 0.0398, -0.3645], [-0.2386, 0.0056, 0.3540], [0.0819, 0.2339, -0.5128], [0.1166, -0.0526, -0.0213], [0.0041, -0.2316, 0.3733], [-0.0522, -0.0626, 0.0080], [-0.0644, -0.3555, -0.2209], [0.0431, 0.0240, 0.0412], [-0.0350, 0.0190, 0.0439], [-0.0334, 0.0472, 0.0391], [-0.0015, 0.0488, 0.0018], [-0.0343, -0.0323, -0.1364], [0.0398, 0.0914, -0.0934], [0.0113, 0.3100, 0.3521], [-0.0999, -0.1268, 0.3421], [0.0985, 0.1545, -0.2611], [-0.2254, 0.1497, 0.2024], [0.1740, -0.1120, 0.0311], [-0.1362, 0.0359, -0.3948], [0.0218, -0.0605, 0.0006], [0.1324, -0.0245, -0.0371], [-0.1323, 0.0211, -0.0114], [-0.0378, -0.0244, 0.0101], [0.0064, 0.0757, -0.0321], [-0.0176, 0.0275, 0.0353], [0.1284, -0.0669, 0.0811], [0.0063, 0.0272, 0.1849], [-0.3404, -0.2491, -0.1728], [0.5197, 0.5077, 0.0646], [-0.2798, -0.4124, -0.0306], [0.2061, 0.3358, 0.0695], [0.0010, -0.1329, -0.1463], [-0.0458, -0.1452, 0.4330], [0.0126, -0.0680, -0.0395], [-0.0834, -0.0909, -0.0311], [0.0524, 0.0185, 0.0608], [-0.0123, 0.0012, 0.0198], [-0.0357, 0.0482, 0.0351], [-0.0019, 0.0402, -0.0215], [-0.0283, -0.0593, -0.1432], [-0.0036, 0.1153, -0.1201], [0.0941, 0.1490, 0.0024], [-0.2950, -0.1002, 0.1048], [0.2486, 0.0239, -0.1071], [-0.1582, -0.1565, -0.0654], [-0.0446, 0.1112, 0.0702], [0.2887, -0.2261, 0.0639], [-0.0172, 0.0250, 0.0371], [0.0474, 0.0747, -0.0014], [0.0095, -0.0657, 0.0215], [0.0107, -0.0118, -0.0075], [0.0210, -0.0198, -0.0450], [-0.0241, -0.0064, -0.0213], [-0.0487, 0.1516, 0.0136], [-0.1226, 0.0296, -0.0756], [0.0943, 0.0856, 0.1394], [-0.2386, -0.1883, -0.0231], [0.1861, 0.1515, -0.0623], [-0.1382, 0.0202, -0.1452], [-0.0338, -0.0649, 0.1619], [0.3146, -0.0914, -0.1817], [-0.0120, -0.0317, 0.0754], [-0.0567, -0.1772, 0.1463], [0.0170, -0.0376, -0.0552], [0.0114, 0.0193, -0.0152], [0.0139, 0.0410, -0.0522], [-0.0292, 0.0074, -0.0162], [-0.0552, 0.0451, 0.1437], [-0.1438, 0.0497, -0.0035]], "mulliken_charge": [-0.705, 0.050, -0.047, -1.081, 0.380, 0.245, -0.544, -0.043, -0.048, -0.109, -0.029, 0.336, 0.358, 0.334, -0.034, 0.478, 0.588, 0.124, 0.091, 0.148, 0.183, 0.235, 0.223, -0.599, 0.794, -0.345, -0.417, -0.882, -1.014, 0.374, 0.330, 0.259, 0.372, 0.217, 0.253, 0.334, 0.333, -0.551, 0.723, -0.376, -0.478, -0.816, -0.898, 0.363, 0.294, 0.337, 0.317, 0.246, 0.240, 0.312, 0.309, -0.951, 1.116, -0.383, 0.136, -0.605, -1.053, 0.359, -0.321, -0.053, 0.389, 0.334, 0.124, 0.368, 0.374, -0.619, 0.489, -0.336, -0.486, -0.741, -0.831, 0.383, 0.311, 0.118, 0.324, 0.338, 0.285, 0.430, 0.304, -0.645, 0.941, -0.338, -0.419, -1.078, -1.252, 0.398, 0.353, 0.280, 0.380, 0.316, 0.290, 0.337, 0.430, -0.518, 0.808, -0.345, -0.354, -1.072, -1.111, 0.392, 0.275, 0.277, 0.378, 0.311, 0.297, 0.324, 0.346, -0.570, 0.693, -0.332, 0.428, -1.106, -0.903, 0.298, -0.354, 0.357, 0.349, 0.299, 0.252, 0.308, 0.316], "charge": 1, "spin_multiplicity": 1, "fmax_ev_per_a": 1.612, "energy_ha": -3292.90733}